A cluster of 2 separate species, CH5N3O2 in total. Source: the OMol25 dataset; level of theory: ωB97M-V with the def2-TZVPD basis set.

Each line ends with the Löwdin charge.
Element x y z (Å)
H (-0.84731, 1.75184, -0.60423)  0.153
N (-1.18125, 0.72076, -0.82631)  0.127
N (-2.00016, 0.17074, -0.10545)  -0.460
O (-2.61829, 0.45183, 0.92641)  -0.012
O (-2.33044, -1.11782, -0.61905)  0.031
H (-3.20850, -1.36641, -0.28563)  0.112
C (1.80257, 0.20436, -0.11121)  -0.124
N (0.89376, 0.72319, 0.57044)  -0.004
H (2.19141, 0.80877, -0.81177)  0.019
H (2.32306, -0.74663, 0.04268)  0.076
H (0.48225, 0.16702, 1.37328)  0.082

Properties
- SMILES: [H]/N=[N+](\[O-])O.C=N
- Gap between HOMO and LUMO: 10.7 eV
- Strongest force on any atom: 3.784 eV/Å
- Total charge: 0
- HOMO level: -9.865 eV
- LUMO energy: 0.81 eV